Here is a molecular structure, C4H8N2O2 in a non-equilibrium geometry from the Open Molecules 2025 dataset. Energies are from ωB97M-V/def2-TZVPD.

Structure (XYZ):
```
16
Properties=species:S:1:pos:R:3:forces:R:3
C -0.763975 -0.014244 -0.834522 1.992 -0.211 -3.216
C -1.288492 -0.705187 0.412858 0.213 -0.631 -0.668
H -1.019143 -0.385467 -1.930718 0.285 0.818 2.523
N -0.366681 -0.888326 1.593419 4.519 1.724 -3.711
H 3.202691 0.706803 0.203319 -1.800 -3.726 -2.108
H -1.980613 -1.606282 0.124019 1.254 1.999 1.145
H 0.581985 -1.084908 0.955186 -2.661 -1.157 2.122
O 0.573278 0.578058 -0.844949 -0.831 -1.144 0.195
N 1.367501 -0.527058 -0.916484 7.038 0.632 2.640
H 0.208085 0.055832 1.709884 -2.678 -1.311 0.456
H -0.752840 2.715693 -0.032593 -1.211 -3.629 3.629
H -2.714428 0.666975 -0.556428 1.718 1.697 1.790
C 2.689213 -0.382938 -0.387516 -4.460 -0.184 -0.600
O -1.163042 1.596410 0.879791 1.348 6.607 -2.913
C -1.645709 0.778572 -0.022774 -4.702 -4.406 -1.213
H 3.072170 -1.503933 -0.352492 -0.024 2.921 -0.069
```
Positions in Å, forces in eV/Å.

Results
2S+1: 1
Total charge: 0
Energy relative to the best compared isomer or geometry (same formula, charge and spin): 1115.7 kJ/mol
E: -11342.5493 eV

Here is C4H8N2O2 in the gas phase in a non-equilibrium geometry from the Open Molecules 2025 dataset. Energies are from ωB97M-V/def2-TZVPD.

Structure (XYZ):
```
16
Properties=species:S:1:pos:R:3:forces:R:3
N -1.265736 1.234788 0.780402 -0.533 -0.660 1.139
H -0.357304 -1.520055 0.158009 -0.351 -2.376 -1.197
H 0.609263 0.259867 -2.379335 0.063 -1.500 0.564
C 1.369262 0.016777 -1.605225 0.169 1.345 0.337
H -1.742490 0.491142 2.718632 0.296 -0.443 -1.347
N -0.614497 0.803697 -0.406579 -2.000 1.963 -0.541
H 2.243396 0.544815 -2.021237 0.277 -0.774 1.019
H 1.253963 0.867306 0.568131 -0.342 -0.107 -1.070
H 1.788478 -1.391327 0.317932 1.483 0.239 -0.582
H -1.886908 2.142595 0.865654 2.089 -2.609 -0.588
O 0.126095 -2.015263 -0.626619 0.060 2.529 1.051
H -1.136308 0.018822 -0.734569 -0.730 -0.519 -0.645
O -0.921565 -1.004174 1.436537 -2.165 5.426 1.853
C 1.164173 -1.032600 -0.480697 -1.661 -0.888 -1.447
C -1.347724 0.217653 1.683897 0.886 -2.993 0.362
C 0.717902 0.365956 -0.274932 2.458 1.369 1.092
```
Positions in Å, forces in eV/Å.

Results
2S+1: 1
SMILES: O=CNN[C@@H]1C[C@@H]1O
Total charge: 0
Energy relative to the best compared isomer or geometry (same formula, charge and spin): 502.0 kJ/mol
E: -11348.9094 eV

| no. | HOMO energy (eV) |
| --- | --- |
| 1 | -8.9015 |
| 2 | -8.9220 |